The following is a quantum chemistry calculation of C25H24FeN4O3 as an isolated structure at a distorted geometry, from the Open Molecules 2025 dataset.

E_tot in Ha: -2675.35663
Molar mass in g mol⁻¹: 484.3
Spin multiplicity: 5
ΔE to the lowest compared entry with this formula, charge and spin in kcal/mol: 0.0
LUMO level (alpha / beta) in eV: 4.29 / 4.29
Frontier orbital gap (alpha / beta) in Ha: 0.1102 / 0.1760
Highest occupied orbital energy (alpha / beta) in eV: 1.29 / -0.50
Total charge: -2

Element x y z (Å)
C: -5.875 2.352 2.051
O: -5.322 1.029 2.008
C: -3.967 0.911 1.965
C: -3.494 -0.420 1.946
C: -2.159 -0.691 1.868
C: -1.194 0.359 1.845
C: 0.174 0.090 1.870
C: 1.185 1.132 1.976
C: 1.724 1.831 3.160
C: 2.553 2.925 2.720
C: 2.562 2.932 1.262
C: 1.733 1.841 0.810
Fe: 3.171 1.178 1.994
C: 4.487 0.390 0.766
C: 3.608 -0.628 1.325
C: 3.732 -0.573 2.773
C: 4.678 0.473 3.105
C: 5.145 1.067 1.869
C: -1.687 1.706 1.885
C: -3.037 1.986 1.931
H: -6.954 2.194 2.087
H: -5.534 2.883 2.953
H: -5.594 2.913 1.146
H: -4.243 -1.203 1.979
H: -1.802 -1.716 1.899
H: 0.497 -0.952 1.865
H: 1.420 1.616 4.180
H: 2.986 3.672 3.382
H: 3.020 3.689 0.630
H: 1.411 1.615 -0.202
H: 4.689 0.548 -0.290
H: 3.059 -1.374 0.755
H: 3.292 -1.275 3.479
H: 5.050 0.705 4.101
H: 5.922 1.823 1.781
H: -0.966 2.521 1.949
H: -3.382 3.021 1.934
C: -1.036 -4.778 -2.792
N: -0.761 -3.376 -3.018
C: -0.821 -3.011 -4.371
O: -1.076 -3.814 -5.252
N: -0.569 -1.648 -4.685
C: -0.625 -1.258 -6.089
C: -0.278 -0.771 -3.703
C: -0.219 -1.134 -2.321
C: -0.491 -2.506 -1.920
O: -0.495 -2.913 -0.763
N: 0.085 -0.017 -1.606
C: 0.202 0.976 -2.559
N: -0.012 0.552 -3.840
H: -0.973 -4.971 -1.724
H: -2.032 -5.016 -3.178
H: -0.309 -5.380 -3.345
H: -0.407 -0.190 -6.127
H: 0.115 -1.838 -6.649
H: -1.624 -1.477 -6.479
H: 0.437 2.000 -2.338

Cartesian forces, eV/Å:
0.502 -0.854 -0.057
-1.032 0.912 0.083
1.486 0.072 -0.149
-0.601 0.657 -0.061
0.522 0.200 0.176
-0.571 0.544 0.233
0.541 -0.314 0.474
-0.442 2.185 -0.368
-2.068 0.549 -0.263
-1.322 1.179 -0.109
-1.416 1.109 0.301
-1.810 0.946 0.212
0.142 0.379 0.333
1.412 -1.464 0.047
1.663 -1.238 0.004
1.389 -1.230 -0.212
1.310 -1.142 -0.011
1.386 -1.104 -0.159
0.368 -0.415 0.149
-1.061 -0.686 -0.010
0.105 0.191 -0.015
-0.090 -0.027 -0.247
-0.105 -0.034 0.268
0.072 -0.063 0.003
-0.023 0.056 -0.212
-0.139 0.091 -0.145
0.252 -0.045 -0.132
0.104 -0.254 -0.231
0.040 -0.297 0.161
0.370 -0.097 0.218
-0.226 0.077 0.262
-0.061 0.387 0.174
-0.075 0.336 -0.199
-0.260 0.066 -0.271
-0.310 -0.075 0.024
-0.071 -0.245 -0.210
0.116 -0.272 0.063
-0.030 -0.130 -0.028
-0.023 0.491 -0.911
0.556 2.350 0.428
-0.145 -0.499 -0.348
-0.679 -2.847 -0.908
-0.001 -0.257 0.489
0.665 1.828 2.861
-0.280 -0.243 -2.005
0.434 1.602 0.732
-0.174 -0.608 -0.519
0.298 1.904 -0.782
-0.599 -3.209 0.939
-0.186 -0.653 -0.295
0.013 0.081 -0.016
0.118 -0.097 0.131
-0.124 -0.040 0.151
-0.032 -0.148 -0.032
-0.139 0.156 -0.093
0.167 0.088 -0.120
0.065 0.147 0.207

The following is a quantum chemistry calculation of one molecule with the formula C8H9Cl at a distorted geometry, from the Open Molecules 2025 dataset.

E_tot in Ha: -770.17084
Molar mass in g mol⁻¹: 140.6
ΔE to the lowest compared entry with this formula, charge and spin in kcal/mol: 142.2
LUMO level in eV: -0.76
Frontier orbital gap in Ha: 0.2880
Highest occupied orbital energy in eV: -8.59
Total charge: 0

Element x y z (Å)
C: 1.140 -0.113 0.659
C: -0.203 -0.542 1.258
C: -2.163 0.717 -0.146
C: 0.436 0.331 -0.744
C: 1.040 -0.561 -1.701
C: 0.817 -1.826 -2.041
C: -0.845 -0.094 -0.066
C: -2.005 -0.658 -0.713
Cl: 1.827 -2.885 -2.967
H: 1.430 0.791 1.129
H: 2.021 -0.695 0.507
H: -0.505 -1.577 1.446
H: -0.576 0.037 2.093
H: -2.697 0.870 0.742
H: -2.097 1.734 -0.719
H: 0.543 1.310 -1.022
H: 2.079 -0.136 -1.963
H: -0.113 -2.362 -1.712

Cartesian forces, eV/Å:
-0.465 1.723 -0.757
-0.999 -1.052 -1.232
2.704 1.636 -1.808
0.034 -3.440 2.636
3.365 -0.605 -2.020
-2.048 -0.387 0.802
-1.868 2.019 0.738
-0.958 -0.371 -0.385
0.189 0.447 0.034
0.571 0.864 0.779
0.184 -0.935 0.203
0.860 -0.168 0.112
0.247 0.274 0.175
-1.031 -0.225 1.139
-0.272 -2.253 0.548
0.064 2.518 -0.448
-1.499 -0.754 -0.104
0.921 0.709 -0.412

The following is a quantum chemistry calculation of one molecule with the formula C4H11N3OS at a distorted geometry, from the Open Molecules 2025 dataset.

E_tot in Ha: -796.62113
Molar mass in g mol⁻¹: 149.2
ΔE to the lowest compared entry with this formula, charge and spin in kcal/mol: 30.2
LUMO level in eV: 0.85
Frontier orbital gap in Ha: 0.3466
Highest occupied orbital energy in eV: -8.58
Total charge: 0

Element x y z (Å)
C: 0.371 -0.338 -0.166
C: 3.393 0.038 1.282
C: -3.370 1.299 -0.191
C: 2.734 -0.327 -0.113
N: -0.962 0.559 -0.629
N: -3.025 -1.115 -0.720
N: 1.506 0.392 -0.301
O: 0.243 -1.502 0.239
S: -2.157 0.002 0.234
H: 2.736 -0.461 2.012
H: 4.435 -0.448 1.472
H: 3.341 1.080 1.229
H: -3.907 1.456 0.722
H: -3.920 0.819 -0.908
H: -2.892 2.184 -0.529
H: 3.448 -0.106 -0.992
H: 2.593 -1.411 -0.227
H: -2.569 -1.533 -1.560
H: -3.412 -1.901 -0.134
H: 1.413 1.314 -0.721

Cartesian forces, eV/Å:
-3.845 0.634 -0.338
0.281 -3.500 -1.218
1.488 0.118 2.280
3.021 -0.119 -0.917
4.057 -2.032 1.217
-0.775 -2.903 0.129
-1.223 -1.058 -0.078
0.578 2.328 -0.724
-0.372 0.519 -1.364
0.112 0.824 0.086
-1.673 1.261 -0.712
0.437 1.623 0.999
-0.664 0.356 0.327
-1.606 -0.655 -1.693
0.566 0.694 -0.185
-0.899 0.101 1.345
-0.459 0.450 0.292
0.014 0.825 1.156
0.775 1.067 -0.827
0.186 -0.533 0.224

The following is a quantum chemistry calculation of a 2-piece molecular cluster, C2H2BrO3S overall at a distorted geometry, from the Open Molecules 2025 dataset.

E_tot in Ha: -3275.16455
Molar mass in g mol⁻¹: 186.0
ΔE to the lowest compared entry with this formula, charge and spin in kcal/mol: 149.6
LUMO level in eV: 3.61
Frontier orbital gap in Ha: 0.2581
Highest occupied orbital energy in eV: -3.41
Total charge: -1

Element x y z (Å)
C: -0.344 1.004 0.102
C: 0.369 -0.756 1.049
O: -0.715 1.489 -2.626
O: 1.397 0.337 -2.023
O: 0.532 2.052 -0.355
S: 0.103 0.895 -1.579
Br: -0.529 -1.817 -0.343
H: -1.354 1.353 0.045
H: 1.462 -0.884 0.905

Cartesian forces, eV/Å:
2.422 -2.952 0.105
-1.881 1.931 0.225
-0.045 -0.307 0.779
-2.064 0.267 0.767
-0.288 0.017 -1.036
3.313 1.330 -0.771
0.001 -0.877 -0.031
-1.095 -0.180 1.005
-0.362 0.771 -1.044

The following is a quantum chemistry calculation of a 5-piece molecular cluster, C14H15Cl8N3 overall at a distorted geometry, from the Open Molecules 2025 dataset.

E_tot in Ha: -4388.20477
Molar mass in g mol⁻¹: 508.9
ΔE to the lowest compared entry with this formula, charge and spin in kcal/mol: 0.0
LUMO level in eV: -0.25
Frontier orbital gap in Ha: 0.2838
Highest occupied orbital energy in eV: -7.98
Total charge: 0

Element x y z (Å)
Cl: 9.840 -16.148 30.179
C: 11.337 -17.063 29.986
Cl: 11.666 -18.115 31.326
Cl: 11.206 -18.046 28.490
Cl: 12.675 -15.865 29.880
Cl: 3.375 -10.528 29.800
C: 2.077 -9.566 29.195
Cl: 2.465 -7.844 29.493
Cl: 1.833 -9.800 27.450
Cl: 0.563 -9.953 30.031
C: 3.434 -16.037 25.202
C: 4.811 -16.285 25.097
C: 5.441 -15.710 26.185
N: 4.471 -15.093 26.925
C: 3.253 -15.338 26.389
H: 2.678 -16.382 24.518
H: 5.340 -16.763 24.288
H: 6.474 -15.711 26.486
H: 4.585 -14.712 27.852
H: 2.355 -14.980 26.865
C: 5.458 -14.697 30.815
C: 5.170 -13.643 29.954
C: 6.306 -13.445 29.169
N: 7.166 -14.476 29.430
C: 6.607 -15.321 30.370
H: 4.882 -15.064 31.650
H: 4.285 -13.032 29.997
H: 6.499 -12.781 28.343
H: 8.016 -14.651 28.928
H: 7.195 -16.102 30.823
C: 6.787 -19.712 33.353
C: 6.354 -19.495 32.039
C: 7.354 -18.887 31.312
N: 8.418 -18.712 32.167
C: 8.082 -19.228 33.383
H: 6.239 -20.179 34.149
H: 5.382 -19.751 31.642
H: 7.280 -18.576 30.284
H: 9.296 -18.303 31.907
H: 8.821 -19.238 34.172

Cartesian forces, eV/Å:
-0.023 -0.182 0.301
0.508 0.510 -0.998
-0.031 -0.266 0.451
0.196 0.439 0.454
-0.353 -0.493 -0.227
0.467 -0.491 0.113
-0.649 0.910 -0.252
-0.099 -0.214 -0.098
0.170 -0.076 0.224
0.104 -0.063 0.005
-0.359 0.169 0.802
1.083 0.218 0.067
-0.400 -0.039 -0.393
0.116 -0.403 0.609
-0.461 -0.122 -1.022
-0.116 0.106 0.048
-0.124 -0.153 0.007
0.009 0.104 -0.025
0.242 0.056 -0.043
0.018 0.025 -0.038
0.009 -2.036 0.031
0.838 1.430 -0.174
-0.765 -0.551 -0.296
-0.591 -0.347 0.027
0.652 1.380 0.721
-0.211 0.022 -0.162
0.124 0.101 -0.101
-0.030 0.140 0.111
0.036 0.030 -0.099
-0.200 -0.154 -0.090
1.146 0.317 -0.107
-0.607 0.116 -0.920
-0.670 -0.247 0.502
-0.751 -0.234 -0.579
0.260 -0.123 0.813
0.063 -0.011 0.124
0.072 0.033 -0.020
0.496 0.131 0.015
-0.008 -0.084 0.197
-0.159 0.055 0.021

The following is a quantum chemistry calculation of an isolated ion of composition C8H9N5PS and charge +1 at a distorted geometry, from the Open Molecules 2025 dataset.

E_tot in Ha: -1323.02536
Molar mass in g mol⁻¹: 238.2
ΔE to the lowest compared entry with this formula, charge and spin in kcal/mol: 138.6
LUMO level in eV: -5.66
Frontier orbital gap in Ha: 0.2490
Highest occupied orbital energy in eV: -12.43
Total charge: +1

Element x y z (Å)
C: -2.839 -2.177 -2.751
C: -0.114 0.848 -2.050
C: -1.251 -1.145 -0.773
C: 0.686 -0.086 -0.005
C: 0.519 -1.745 2.047
C: 1.513 -0.013 1.162
C: -4.255 -0.819 -0.658
C: 3.714 1.232 2.575
N: -3.013 -1.952 -3.857
N: -0.311 -1.913 1.082
N: 1.419 -0.838 2.248
N: -0.268 -1.055 0.056
N: 0.747 0.738 -1.113
P: -2.740 -1.977 -0.953
S: 2.688 1.239 0.979
H: 0.021 1.592 -2.898
H: 0.477 -2.596 2.700
H: -5.149 -1.576 -0.663
H: -4.266 -0.257 -1.566
H: -4.106 -0.260 0.240
H: 3.456 0.239 2.825
H: 3.672 1.957 3.372
H: 4.765 1.339 2.258
H: 1.667 1.208 -0.931

Cartesian forces, eV/Å:
0.125 0.580 1.880
-1.510 -0.868 0.266
-0.425 0.906 -2.448
-0.025 -1.669 2.038
-0.093 -2.006 0.664
0.185 0.201 -0.001
-0.093 -3.283 -0.991
0.829 -0.032 -1.818
-0.102 -0.215 -1.108
-1.150 -1.299 -0.435
1.376 2.827 -1.872
-0.512 1.423 -0.145
1.923 0.610 0.978
-0.504 0.608 -0.254
0.995 1.183 1.543
0.169 -1.117 1.105
-0.079 0.009 0.798
1.559 1.651 0.302
-0.307 0.764 -0.327
-0.138 0.229 0.516
0.317 -1.012 1.140
-1.417 0.420 -0.103
-0.482 -0.574 -0.314
-0.642 0.663 -1.416

The following is a quantum chemistry calculation of C27H35ClN4P2Pt as an isolated structure at a distorted geometry, from the Open Molecules 2025 dataset.

E_tot in Ha: -2530.19979
Molar mass in g mol⁻¹: 708.1
Spin multiplicity: 5
ΔE to the lowest compared entry with this formula, charge and spin in kcal/mol: 32.2
LUMO level (alpha / beta) in eV: -6.30 / -10.04
Frontier orbital gap (alpha / beta) in Ha: 0.1637 / 0.1085
Highest occupied orbital energy (alpha / beta) in eV: -10.76 / -12.99
Total charge: +2

Element x y z (Å)
Pt: 0.454 -0.636 1.997
C: 1.727 -0.666 -3.496
C: 1.390 0.576 -3.137
C: 0.174 1.279 -3.662
C: -1.131 0.456 -3.750
C: -1.429 -0.548 -2.652
C: -0.751 -1.702 -2.469
C: -0.108 -2.382 -3.645
C: 0.926 -1.534 -4.416
C: -0.220 -1.648 3.698
H: 2.669 -1.120 -3.186
H: 2.148 1.233 -2.723
H: 0.396 1.656 -4.673
H: -0.030 2.168 -3.061
H: -1.964 1.177 -3.754
H: -1.175 -0.019 -4.741
H: -2.413 -0.406 -2.163
H: -0.844 -2.288 -1.557
H: -0.907 -2.654 -4.358
H: 0.378 -3.312 -3.316
H: 1.601 -2.232 -4.928
H: 0.458 -0.927 -5.202
H: 0.645 -2.230 4.074
H: -1.118 -2.274 3.608
H: -0.416 -0.769 4.334
P: -1.564 -0.145 1.291
P: 1.408 1.057 0.922
N: -2.243 -1.688 0.864
N: -2.750 0.527 2.395
N: 2.767 0.216 0.176
N: 2.297 2.345 1.682
C: -1.274 1.068 -0.011
C: 0.113 1.764 -0.136
C: -1.685 -2.947 1.147
C: -2.558 -3.932 0.724
C: -3.677 -3.266 0.123
C: -3.463 -1.894 0.225
C: -3.127 0.011 3.658
C: -4.172 0.777 4.159
C: -4.448 1.804 3.194
C: -3.576 1.621 2.138
C: 3.186 -1.115 0.324
C: 4.091 -1.420 -0.684
C: 4.243 -0.234 -1.474
C: 3.435 0.743 -0.914
C: 3.250 3.208 1.095
C: 3.762 4.031 2.091
C: 3.110 3.700 3.317
C: 2.235 2.660 3.044
H: -2.073 1.806 0.009
H: -1.455 0.505 -0.922
H: 0.461 1.755 -1.181
H: -0.011 2.821 0.157
H: -0.727 -3.046 1.660
H: -2.403 -4.995 0.849
H: -4.535 -3.740 -0.334
H: -4.046 -1.033 -0.071
H: -2.595 -0.823 4.097
H: -4.691 0.628 5.105
H: -5.197 2.576 3.273
H: -3.447 2.194 1.227
H: 2.839 -1.724 1.148
H: 4.561 -2.381 -0.851
H: 4.820 -0.121 -2.376
H: 3.216 1.760 -1.229
H: 3.499 3.132 0.049
H: 4.534 4.790 1.952
H: 3.261 4.182 4.276
H: 1.651 2.036 3.709
Cl: 2.514 -0.412 3.284

Cartesian forces, eV/Å:
0.490 -0.939 0.651
0.440 0.119 -0.052
0.410 -0.202 -1.178
-0.297 -0.103 -0.053
-1.036 -0.014 -0.617
-0.117 -0.491 -0.192
-1.195 0.435 -0.620
0.840 -0.158 -0.048
0.080 -0.163 -0.189
-0.273 0.731 2.169
-0.161 0.407 0.154
-0.313 -0.362 0.203
-0.090 0.003 0.237
0.059 0.117 -0.006
0.245 -0.173 -0.116
-0.106 0.041 0.335
0.965 0.127 0.437
-0.535 -0.075 -0.161
0.189 -0.063 0.402
-0.186 0.241 -0.087
-0.094 0.237 0.051
0.126 -0.264 0.275
-0.489 0.457 -0.351
0.273 0.246 -0.387
0.139 -0.756 0.437
2.320 -2.918 -0.571
-0.226 -1.493 1.189
-0.550 1.373 -0.188
-0.821 0.489 0.267
-0.276 0.861 0.095
1.043 1.767 -0.343
-0.699 0.450 -0.216
0.047 0.760 -0.088
-0.161 -0.732 0.042
0.507 1.475 0.124
0.109 1.244 0.091
-0.280 -1.399 0.060
0.798 0.238 -1.549
-1.317 2.111 -0.931
-0.485 -1.478 2.616
1.596 -1.281 -0.479
0.311 -0.517 -0.705
-0.998 0.990 0.592
-0.604 0.485 0.646
0.605 -0.406 -0.505
-1.163 -1.350 0.950
-0.107 0.610 2.207
1.661 1.438 -1.566
-0.328 -1.341 -1.583
0.199 0.390 -0.275
0.061 -0.254 -0.195
-0.427 -0.149 0.244
0.206 -0.252 -0.123
-0.452 0.098 -0.424
-0.027 0.153 -0.105
0.099 0.112 0.066
-0.123 -0.253 -0.127
-0.122 0.026 -0.117
0.257 0.028 -0.319
0.002 0.003 -0.006
-0.228 -0.062 0.252
0.120 0.136 -0.325
-0.020 0.220 0.162
0.185 0.065 0.089
0.275 -0.480 -0.073
0.008 0.147 0.114
-0.361 -0.281 0.055
0.013 -0.204 -0.162
-0.139 0.214 -0.139
0.123 -0.431 -0.043

The following is a quantum chemistry calculation of C4H4O5 as an isolated structure at a distorted geometry, from the Open Molecules 2025 dataset.

E_tot in Ha: -530.92688
Molar mass in g mol⁻¹: 132.1
ΔE to the lowest compared entry with this formula, charge and spin in kcal/mol: 62.6
LUMO level in eV: -0.14
Frontier orbital gap in Ha: 0.3953
Highest occupied orbital energy in eV: -10.90
Total charge: 0

Element x y z (Å)
C: 0.579 0.678 -0.303
C: -0.350 0.155 0.898
C: 1.318 -0.643 0.149
C: -1.601 -0.316 0.227
H: 2.494 1.161 -0.270
H: 0.198 0.469 -1.383
H: -0.540 1.013 1.460
H: -2.306 -1.219 -1.248
O: 1.430 1.701 -0.243
O: 0.581 -0.780 1.351
O: 2.205 -1.468 -0.222
O: -1.501 -1.298 -0.620
O: -2.506 0.545 0.204

Cartesian forces, eV/Å:
-0.429 -5.498 -2.197
0.124 1.296 -1.848
2.959 -4.611 -0.040
-1.976 4.687 -0.038
-4.630 3.012 0.089
0.008 0.728 1.734
-0.549 0.758 1.865
1.572 -0.284 1.412
5.846 -0.410 0.590
1.252 -0.445 -1.508
-3.885 4.513 1.467
-1.589 -1.120 -1.609
1.297 -2.626 0.084